Record 1
{"formula": "C5H4N2", "method": "the ωB97M-V functional and the def2-TZVPD basis", "elements": ["C", "C", "C", "N", "C", "C", "N", "H", "H", "H", "H"], "coordinates": [[1.50149, 1.13837, 1.47313], [1.06853, 0.28280, 0.74528], [0.54676, -0.76316, -0.10802], [-0.74519, -1.37328, 0.19178], [-0.64780, -0.50163, -0.97372], [-1.23722, 0.82254, -0.98000], [-1.72026, 1.87279, -1.02123], [1.87458, 1.90328, 2.11990], [1.28380, -1.46106, -0.49629], [-1.19230, -0.90163, 0.97503], [-0.73239, -1.01901, -1.92586]], "forces_ev_per_angstrom": [[-0.216, -0.357, -0.301], [0.180, 0.359, 0.290], [0.214, 0.002, 0.015], [-0.148, 0.005, 0.174], [-0.048, 0.069, -0.201], [-0.427, 0.842, 0.010], [0.450, -1.000, 0.073], [-0.066, -0.151, -0.140], [-0.081, 0.101, 0.070], [0.069, 0.031, -0.115], [0.073, 0.100, 0.125]], "mulliken_charge": [0.475, -0.780, -0.301, -0.566, 0.033, 0.126, -0.398, 0.407, 0.333, 0.305, 0.366], "e_above_lowest_kcal_mol": 68.8, "smiles": "C#C[C@H]1N[C@H]1C#N", "energy_ev": -8226.512, "charge": 0}


Record 2
{"formula": "C5H4N2", "method": "the ωB97M-V functional and the def2-TZVPD basis", "elements": ["C", "C", "N", "C", "C", "C", "N", "H", "H", "H", "H"], "coordinates": [[0.51635, 1.82400, 0.35960], [0.33449, 0.48363, 0.66117], [0.47149, -0.55119, 1.23419], [0.22429, -1.79216, 1.02801], [-0.40115, -2.68378, 0.36513], [-0.79895, -2.11851, -0.80814], [-0.78708, -1.18195, -1.51127], [1.55939, 1.99018, 0.45623], [-0.00172, 2.35660, 1.17353], [0.01671, 2.39900, -0.57929], [-1.13383, -0.72582, -2.37916]], "forces_ev_per_angstrom": [[-2.408, 2.301, -1.729], [0.768, -1.225, 1.446], [-0.191, 2.084, -0.778], [-2.627, -4.142, -2.362], [1.868, 2.269, 2.306], [1.023, 1.206, -0.013], [-1.337, -0.589, -1.303], [1.421, 0.454, -0.207], [-0.004, 0.053, 0.369], [1.207, -1.877, 1.696], [0.280, -0.532, 0.574]], "mulliken_charge": [-0.720, 0.539, -0.035, 0.539, -0.288, 0.678, -0.168, 0.327, 0.360, 0.409, 0.358], "e_above_lowest_kcal_mol": 0.0, "smiles": "CC#[N+]C#CC#[NH+]", "energy_ev": -8202.997, "charge": 2}


Record 3
{"formula": "C5H4N2O", "method": "the ωB97M-V functional and the def2-TZVPD basis", "elements": ["C", "C", "C", "C", "O", "N", "C", "N", "H", "H", "H", "H"], "coordinates": [[1.73884, -0.14672, 0.11250], [0.82174, 0.99940, 0.00197], [-0.39653, 0.62978, 0.06548], [-1.78451, 0.80992, 0.00128], [-2.46797, -0.38100, -0.05600], [-1.48514, -1.37092, 0.16390], [-0.35381, -0.72600, -0.02607], [0.94517, -1.22596, -0.13320], [2.78007, -0.07515, -0.03092], [1.13975, 1.94660, 0.03371], [-2.16579, 1.79247, -0.12197], [1.22818, -2.25243, -0.01068]], "forces_ev_per_angstrom": [[-3.354, 4.053, -1.738], [9.643, -0.816, 1.248], [-8.853, -2.221, -0.972], [1.463, 0.293, -0.375], [2.340, 1.660, 1.470], [-0.444, -0.664, -1.810], [-0.619, -5.219, 1.003], [-0.341, -2.608, 1.266], [0.986, -0.387, 0.102], [1.538, 3.378, 0.042], [-1.518, 0.140, -0.039], [-0.840, 2.391, -0.196]], "mulliken_charge": [-0.548, -0.720, 0.685, -0.531, -0.152, -0.552, 0.274, -0.099, 0.382, 0.530, 0.444, 0.287], "e_above_lowest_kcal_mol": 84.9, "smiles": "c1cc2conc2[nH]1", "energy_ev": -10273.080, "charge": 0}


Values of lowest unoccupied orbital energy, in order: 0.03269 -0.44023 0.01375, all in Eh.